ORCA calculation (ωB97M-V/def2-TZVPD) on a cluster of 14 separate species, C84H70N14O28 in total at a distorted geometry.

Each atom is followed by the atoms it is bonded to, with distances in Å.
Atoms and positions in Å:
1 C 2.2580 -1.8448 2.8380  C2 1.428, C6 1.402, H10 1.089
2 C 3.0094 -2.6370 3.7590  C1 1.428, C3 1.419, H11 1.062
3 C 4.4140 -2.7150 3.5749  C2 1.419, C4 1.364, H12 1.107
4 C 4.9714 -2.1647 2.4578  C3 1.364, C5 1.393, N7 1.502
5 C 4.2796 -1.3542 1.5610  C4 1.393, C6 1.393, H13 1.097
6 C 2.9162 -1.1835 1.7917  C1 1.402, C5 1.393, H14 1.070
7 N 6.4272 -2.4302 2.2036  C4 1.502, O8 1.246, O9 1.212
8 O 6.9523 -3.3342 2.8814  N7 1.246
9 O 7.0242 -1.6444 1.5000  N7 1.212
10 H 1.1937 -1.6595 2.9792  C1 1.089
11 H 2.4841 -3.1589 4.5207  C2 1.062
12 H 5.0916 -3.2922 4.2333  C3 1.107
13 H 4.7792 -0.8375 0.7317  C5 1.097
14 H 2.3664 -0.6248 1.0626  C6 1.070
15 C 4.4569 0.0520 -2.4877  C16 1.376, C20 1.428, H24 1.047
16 C 4.2194 -1.2844 -2.7148  C15 1.376, C17 1.407, H25 1.184
17 C 5.2401 -2.1924 -2.3789  C16 1.407, C18 1.404, H26 1.077
18 C 6.4965 -1.7128 -1.9770  C17 1.404, C19 1.366, N21 1.460
19 C 6.6982 -0.3946 -1.6820  C18 1.366, C20 1.418, H27 1.074
20 C 5.6361 0.5315 -1.8410  C15 1.428, C19 1.418, H28 1.113
21 N 7.6181 -2.6236 -1.7646  C18 1.460, O22 1.175, O23 1.224
22 O 8.7253 -2.2290 -1.7823  N21 1.175
23 O 7.3229 -3.7917 -1.5482  N21 1.224
24 H 3.6817 0.7170 -2.7180  C15 1.047
25 H 3.1502 -1.6601 -3.0586  C16 1.184
26 H 5.0670 -3.2535 -2.3224  C17 1.077
27 H 7.6661 0.0120 -1.4569  C19 1.074
28 H 5.7203 1.6047 -1.5585  C20 1.113
29 C -4.2753 -4.6152 0.5693  C30 1.407, C34 1.401, H38 1.087
30 C -3.9773 -4.4021 -0.7889  C29 1.407, C31 1.388, H39 1.073
31 C -4.3783 -3.2594 -1.4664  C30 1.388, C32 1.393, H40 1.094
32 C -5.1175 -2.2986 -0.7811  C31 1.393, C33 1.400, N35 1.544
33 C -5.4984 -2.5368 0.5444  C32 1.400, C34 1.432, H41 1.086
34 C -5.1194 -3.7257 1.2468  C29 1.401, C33 1.432, H42 1.049
35 N -5.3881 -0.9070 -1.3934  C32 1.544, O36 1.201, O37 1.246
36 O -6.0985 -0.1604 -0.7771  N35 1.201
37 O -4.8090 -0.6602 -2.4681  N35 1.246
38 H -3.8449 -5.4917 1.0474  C29 1.087
39 H -3.3151 -5.0580 -1.3213  C30 1.073
40 H -4.0848 -3.1431 -2.5140  C31 1.094
41 H -6.0286 -1.7966 1.1362  C33 1.086
42 H -5.3696 -3.9170 2.2476  C34 1.049
43 C -0.6620 1.2727 -8.4015  C44 1.397, C48 1.396, H52 1.100
44 C -0.9824 2.3508 -7.5725  C43 1.397, C45 1.410, H53 1.111
45 C -0.5015 2.3099 -6.2476  C44 1.410, C46 1.403, H54 1.075
46 C 0.3960 1.2836 -5.9176  C45 1.403, C47 1.381, N49 1.455
47 C 0.7596 0.2593 -6.7695  C46 1.381, C48 1.379, H55 1.072
48 C 0.1204 0.1917 -7.9901  C43 1.396, C47 1.379, H56 1.078
49 N 0.9431 1.2310 -4.5708  C46 1.455, O50 1.206, O51 1.222
50 O 1.1225 0.1800 -4.0069  N49 1.206
51 O 1.1642 2.2727 -3.9706  N49 1.222
52 H -1.0057 1.2788 -9.4466  C43 1.100
53 H -1.4530 3.2758 -7.9678  C44 1.111
54 H -0.7404 3.1356 -5.6018  C45 1.075
55 H 1.5197 -0.4490 -6.5041  C47 1.072
56 H 0.2626 -0.5695 -8.7404  C48 1.078
57 C -3.9727 -0.4849 -7.1461  C58 1.406, C62 1.394, H66 1.068
58 C -3.1393 -0.7449 -6.0444  C57 1.406, C59 1.405, H67 1.076
59 C -3.2058 0.1122 -4.9332  C58 1.405, C60 1.373, H68 1.075
60 C -4.0400 1.2033 -4.9284  C59 1.373, C61 1.416, N63 1.503
61 C -4.9024 1.4680 -6.0197  C60 1.416, C62 1.409, H69 1.100
62 C -4.8692 0.5828 -7.1160  C57 1.394, C61 1.409, H70 1.064
63 N -4.0797 2.1564 -3.7674  C60 1.503, O64 1.217, O65 1.221
64 O -3.1743 2.1853 -2.9540  N63 1.217
65 O -4.9551 3.0077 -3.7884  N63 1.221
66 H -4.0357 -1.1729 -7.9607  C57 1.068
67 H -2.5401 -1.6389 -6.0284  C58 1.076
68 H -2.5519 0.1067 -4.0806  C59 1.075
69 H -5.5134 2.3616 -6.2161  C61 1.100
70 H -5.5196 0.6263 -7.9575  C62 1.064
71 C 0.0918 7.0100 3.0401  C72 1.373, C76 1.379, H80 1.111
72 C -1.2516 7.2483 3.1980  C71 1.373, C73 1.363, H81 1.075
73 C -2.0921 6.7971 2.2238  C72 1.363, C74 1.380, H82 1.092
74 C -1.6035 6.0118 1.1992  C73 1.380, C75 1.361, N77 1.440
75 C -0.3022 5.6196 1.1324  C74 1.361, C76 1.387, H83 1.119
76 C 0.5765 6.2032 2.0327  C71 1.379, C75 1.387, H84 1.039
77 N -2.6081 5.3900 0.3764  C74 1.440, O78 1.240, O79 1.219
78 O -2.3266 4.4095 -0.3281  N77 1.240
79 O -3.7089 5.9020 0.2622  N77 1.219
80 H 0.8145 7.4256 3.7750  C71 1.111
81 H -1.5745 7.8341 4.0400  C72 1.075
82 H -3.1700 6.8873 2.3725  C73 1.092
83 H 0.0500 4.8794 0.3702  C75 1.119
84 H 1.5996 6.0319 1.9744  C76 1.039
85 C -0.3674 -4.8106 6.8836  C86 1.447, C90 1.419, H94 1.058
86 C -0.5093 -4.2519 5.5565  C85 1.447, C87 1.377, H95 1.087
87 C -0.8284 -5.0943 4.5154  C86 1.377, C88 1.393, H96 1.093
88 C -1.1605 -6.4225 4.7726  C87 1.393, C89 1.346, N91 1.525
89 C -0.9918 -7.0171 5.9683  C88 1.346, C90 1.418, H97 1.140
90 C -0.5905 -6.2007 7.0565  C85 1.419, C89 1.418, H98 1.122
91 N -1.6909 -7.1623 3.5493  C88 1.525, O92 1.225, O93 1.230
92 O -1.5871 -6.5773 2.4780  N91 1.225
93 O -2.1985 -8.2558 3.7907  N91 1.230
94 H -0.1601 -4.1360 7.6719  C85 1.058
95 H -0.2108 -3.2342 5.3198  C86 1.087
96 H -0.8191 -4.7181 3.4889  C87 1.093
97 H -1.1164 -8.1419 6.1054  C89 1.140
98 H -0.5134 -6.6005 8.1020  C90 1.122
99 C -3.5081 2.6645 2.2753  C100 1.364, C104 1.389, H108 1.066
100 C -2.1455 2.7151 2.3146  C99 1.364, C101 1.379, H109 1.079
101 C -1.4639 3.4442 3.2655  C100 1.379, C102 1.407, H110 1.101
102 C -2.2308 4.1810 4.1873  C101 1.407, C103 1.398, N105 1.479
103 C -3.6270 4.1281 4.1551  C102 1.398, C104 1.383, H111 1.146
104 C -4.2729 3.3841 3.1853  C99 1.389, C103 1.383, H112 1.063
105 N -1.5397 4.9188 5.2671  C102 1.479, O106 1.218, O107 1.213
106 O -2.0933 5.7875 5.9177  N105 1.218
107 O -0.3727 4.6153 5.3964  N105 1.213
108 H -4.0460 2.1357 1.5215  C99 1.066
109 H -1.5210 2.1515 1.6393  C100 1.079
110 H -0.3676 3.5055 3.3449  C101 1.101
111 H -4.1635 4.6539 5.0201  C103 1.146
112 H -5.3336 3.3444 3.1282  C104 1.063
113 C 2.1321 2.4970 2.4747  C114 1.380, C118 1.379, H122 1.095
114 C 2.5258 2.5087 1.1520  C113 1.380, C115 1.367, H123 1.078
115 C 3.5887 3.2324 0.6890  C114 1.367, C116 1.405, H124 1.095
116 C 4.3157 4.0007 1.6130  C115 1.405, C117 1.407, N119 1.494
117 C 3.9104 4.0678 2.9584  C116 1.407, C118 1.414, H125 1.075
118 C 2.7864 3.3161 3.3707  C113 1.379, C117 1.414, H126 1.103
119 N 5.5447 4.6747 1.0955  C116 1.494, O120 1.206, O121 1.223
120 O 5.6503 4.9414 -0.0756  N119 1.206
121 O 6.3660 5.0262 1.9300  N119 1.223
122 H 1.2727 1.9693 2.9020  C113 1.095
123 H 2.0281 1.9387 0.3838  C114 1.078
124 H 3.8639 3.2075 -0.3706  C115 1.095
125 H 4.4117 4.6702 3.6942  C117 1.075
126 H 2.5410 3.3565 4.4453  C118 1.103
127 C -1.0549 -4.1009 -2.9956  C128 1.389, C132 1.367, H136 1.070
128 C 0.1393 -3.3953 -3.0606  C127 1.389, C129 1.423, H137 1.071
129 C 0.7580 -3.1308 -4.3143  C128 1.423, C130 1.373, H138 1.087
130 C 0.0658 -3.4564 -5.4546  C129 1.373, C131 1.414, N133 1.456
131 C -1.1982 -4.0815 -5.3434  C130 1.414, C132 1.364, H139 1.062
132 C -1.7538 -4.3850 -4.1353  C127 1.367, C131 1.364, H140 1.079
133 N 0.6867 -3.0866 -6.7185  C130 1.456, O134 1.232, O135 1.224
134 O 1.8291 -2.6240 -6.7084  N133 1.232
135 O -0.0401 -3.0700 -7.7026  N133 1.224
136 H -1.4683 -4.1168 -2.0092  C127 1.070
137 H 0.7821 -3.3132 -2.2084  C128 1.071
138 H 1.7513 -2.6892 -4.3083  C129 1.087
139 H -1.8018 -4.3511 -6.1740  C131 1.062
140 H -2.7608 -4.7702 -4.1657  C132 1.079
141 C -1.3593 0.4262 -1.0292  C142 1.374, C146 1.396, H150 1.092
142 C -2.6073 0.5143 -0.4606  C141 1.374, C143 1.379, H151 1.067
143 C -2.8751 -0.2993 0.6200  C142 1.379, C144 1.442, H152 1.081
144 C -1.8169 -1.0898 1.1980  C143 1.442, C145 1.380, N147 1.459
145 C -0.5996 -1.2256 0.5614  C144 1.380, C146 1.396, H153 1.057
146 C -0.4005 -0.4992 -0.6143  C141 1.396, C145 1.396, H154 1.108
147 N -1.9291 -1.7724 2.4823  C144 1.459, O148 1.219, O149 1.204
148 O -0.9058 -2.0135 3.0984  N147 1.219
149 O -3.0312 -1.9649 2.9263  N147 1.204
150 H -1.0375 0.9608 -1.9253  C141 1.092
151 H -3.3834 1.1274 -0.8609  C142 1.067
152 H -3.9012 -0.2705 0.9580  C143 1.081
153 H 0.1982 -1.8274 0.9049  C145 1.057
154 H 0.5720 -0.5663 -1.1415  C146 1.108
155 C -1.3673 0.5132 4.8638  C156 1.393, C160 1.371, H164 1.081
156 C -0.4598 0.9555 5.8236  C155 1.393, C157 1.387, H165 1.085
157 C -0.8840 1.1774 7.1249  C156 1.387, C158 1.408, H166 1.081
158 C -2.2202 0.8294 7.4024  C157 1.408, C159 1.393, N161 1.478
159 C -3.1464 0.3400 6.4845  C158 1.393, C160 1.416, H167 1.113
160 C -2.6728 0.2128 5.1563  C155 1.371, C159 1.416, H168 1.091
161 N -2.7399 0.8867 8.7843  C158 1.478, O162 1.224, O163 1.227
162 O -1.9471 1.1488 9.6787  N161 1.224
163 O -3.9290 0.6705 8.9947  N161 1.227
164 H -0.9159 0.3168 3.9019  C155 1.081
165 H 0.6048 0.9682 5.6174  C156 1.085
166 H -0.3550 1.6302 7.9516  C157 1.081
167 H -4.1381 0.0216 6.8773  C159 1.113
168 H -3.2394 -0.3170 4.3885  C160 1.091
169 C 4.7865 -6.6774 2.1478  C170 1.413, C174 1.396, H178 1.122
170 C 3.4094 -6.5508 2.4360  C169 1.413, C171 1.408, H179 1.106
171 C 2.5426 -5.7350 1.6846  C170 1.408, C172 1.402, H180 1.122
172 C 3.1506 -5.0206 0.6421  C171 1.402, C173 1.394, N175 1.532
173 C 4.5132 -5.1109 0.3633  C172 1.394, C174 1.367, H181 1.029
174 C 5.3242 -5.9316 1.0968  C169 1.396, C173 1.367, H182 1.061
175 N 2.2672 -4.0817 -0.1860  C172 1.532, O176 1.201, O177 1.235
176 O 2.8208 -3.6077 -1.1410  N175 1.201
177 O 1.1146 -3.8557 0.1974  N175 1.235
178 H 5.3984 -7.3690 2.7854  C169 1.122
179 H 2.9342 -7.1620 3.2265  C170 1.106
180 H 1.4695 -5.5116 1.9226  C171 1.122
181 H 4.9583 -4.6185 -0.4236  C173 1.029
182 H 6.3585 -6.0556 0.8964  C174 1.061
183 C -0.9942 6.5831 -5.3830  C184 1.377, C188 1.358, H192 1.088
184 C 0.3678 6.7854 -5.3875  C183 1.377, C185 1.362, H193 1.081
185 C 1.1721 6.1870 -4.4650  C184 1.362, C186 1.421, H194 1.098
186 C 0.4997 5.3376 -3.5456  C185 1.421, C187 1.388, N189 1.485
187 C -0.8517 5.0254 -3.5961  C186 1.388, C188 1.428, H195 1.081
188 C -1.6495 5.7600 -4.5245  C183 1.358, C187 1.428, H196 1.101
189 N 1.3242 4.6965 -2.4904  C186 1.485, O190 1.221, O191 1.217
190 O 0.6913 4.1760 -1.5857  N189 1.221
191 O 2.5371 4.7554 -2.4159  N189 1.217
192 H -1.6166 7.1026 -6.1079  C183 1.088
193 H 0.8262 7.4367 -6.1180  C184 1.081
194 H 2.2460 6.3920 -4.3685  C185 1.098
195 H -1.3132 4.3599 -2.8792  C187 1.081
196 H -2.7422 5.6294 -4.4950  C188 1.101

total charge	0
HOMO	-9.83	eV
multiplicity	1
energy relative to the best compared isomer or geometry (same formula, charge and spin)	30.9	kcal/mol
gap between HOMO and LUMO	8.744	eV